(1)
Computed, not measured: a molecular structure, C20H46CuN8O11 in a non-equilibrium geometry, with ωB97M-V with the def2-TZVPD basis set.

Kohn-Sham gap (spin up / spin down) ... 8.556 / 6.615 eV
⟨S²⟩ ... 0.7554
HOMO level (spin up / spin down) ... -8.62 / -8.62 eV
Multiplicity ... 2
Total energy ... -100572.5979 eV

Cartesian coordinates (Å):
Cu1 -1.549520 -1.124852 -1.117289
O1 -3.199999 0.308738 -1.255835
O2 4.011783 -2.516053 -1.186029
O3 -2.998603 -2.478840 0.027886
O4 -1.101603 -0.205259 -3.307762
O5 4.151996 2.904617 -0.953630
O6 0.028410 6.136442 0.118415
O7 0.952119 0.609693 1.315109
O8 -0.090353 -2.983236 -1.617031
O9 -0.502288 -0.953506 0.711985
O10 2.622307 2.032614 5.909914
O11 -0.352737 0.727185 -0.449661
N1 1.406995 1.784602 3.983028
N2 2.098774 2.610023 -0.044385
N3 3.269716 -1.167908 0.510756
N4 -2.494306 -2.957451 2.069074
N5 -0.587127 1.915407 -3.094702
N6 0.792956 -4.742848 -0.455471
N7 -0.727557 4.217329 -0.811392
N8 -4.740531 1.992182 -1.387004
C1 4.067935 1.991103 1.260213
C2 0.008082 0.179557 0.604578
C3 -4.599301 -3.537483 1.424748
C4 2.161841 1.361678 4.960905
C5 -0.781400 0.872170 -3.866149
C6 -0.530221 1.013620 -5.366129
C7 0.029950 -5.100402 -2.700140
C8 3.335460 -1.586732 -0.772224
C9 3.434762 2.589896 0.007196
C10 -4.458437 2.436530 -2.759063
C11 -0.378398 4.928327 0.254140
C12 -4.425672 0.734555 0.699791
C13 1.389081 -4.043745 0.638145
C14 4.226856 -1.572971 1.511111
C15 -4.082984 0.960005 -0.769757
C16 2.695770 -0.029048 4.761250
C17 2.510951 -0.783866 -1.769413
C18 -3.293448 -2.973409 1.095775
C19 0.167165 -4.181281 -1.528461
C20 -0.623555 4.336071 1.615239
H1 1.640056 1.855927 0.446558
H2 0.423166 -4.608737 -3.589936
H3 3.316241 1.799597 2.025968
H4 1.306971 -4.635227 1.550008
H5 -2.610822 -3.215865 3.038481
H6 -1.102855 0.379379 -6.042835
H7 -1.198563 3.325382 -0.863117
H8 2.115906 0.146811 -1.362138
H9 -1.692295 4.268979 1.818666
H10 1.020638 -3.055367 0.912832
H11 0.566561 -6.048739 -2.728345
H12 3.834579 -2.442235 2.038941
H13 4.785116 2.723000 1.631789
H14 -0.578796 2.055829 -5.681633
H15 -4.345087 1.492593 -3.292190
H16 1.767434 2.912215 -0.949374
H17 2.574747 -0.455334 0.682057
H18 -3.479970 2.916011 -2.787582
H19 -0.658689 4.736192 -1.675187
H20 2.549091 -0.457535 3.769798
H21 -1.019049 -5.202081 -2.978308
H22 2.432179 -3.853422 0.385513
H23 5.139050 -1.965205 1.061502
H24 3.065706 -0.585191 -2.686408
H25 -0.248502 4.959357 2.426997
H26 -0.649363 1.747750 -2.100661
H27 2.152016 -0.752100 5.369224
H28 -5.304163 2.993783 -3.161966
H29 -5.053832 -2.835657 2.123986
H30 0.525080 0.765320 -5.479186
H31 3.748444 -0.113015 5.031304
H32 4.399647 -0.772193 2.230132
H33 -0.226026 3.322468 1.667003
H34 -5.429305 0.312166 0.748867
H35 -5.110300 -3.649672 0.468501
H36 0.830273 -5.751989 -0.436981
H37 1.199642 2.753543 4.178641
H38 -0.538150 2.867422 -3.428421
H39 -4.358631 1.586863 1.375931
H40 -4.512711 -4.494238 1.939744
H41 4.636412 1.076463 1.091802
H42 -1.687614 -2.423716 1.778436
H43 -5.393471 2.594211 -0.906028
H44 -3.722767 0.016193 1.121644
H45 1.332499 1.477617 3.023706
H46 1.714640 -1.471011 -2.055466

Forces on the atoms, in the same order (eV/Å):
Cu 1.5 1.0 1.5
O 0.9 -0.8 -1.9
O 0.3 -0.3 0.6
O 0.1 0.7 -2.5
O 0.3 0.3 -1.1
O -0.7 0.3 1.1
O -1.0 -3.8 0.3
O -0.5 -0.2 1.0
O -0.6 0.1 0.2
O -2.0 -3.8 1.0
O -1.8 -0.6 -1.3
O -1.6 2.2 -3.0
N -1.7 2.7 -0.1
N 0.1 0.9 -0.4
N 0.2 0.1 -0.7
N 4.6 0.9 3.2
N 0.1 2.0 0.5
N -1.4 0.1 -0.8
N -0.3 -0.5 -1.9
N 0.0 0.1 -0.3
C -0.2 0.6 0.2
C 2.5 0.4 0.0
C -1.2 -0.6 -0.7
C 3.9 -1.2 1.7
C -1.1 -2.6 0.0
C 0.5 0.3 0.5
C -0.6 0.0 -1.4
C 0.2 0.7 -1.1
C 2.3 -1.1 -1.4
C 0.4 -1.7 0.6
C 0.8 4.6 1.3
C -0.2 -0.4 0.1
C 0.9 0.6 1.0
C -0.6 -0.9 0.3
C -1.0 2.1 2.2
C -0.1 -1.4 0.0
C -0.3 -0.5 0.3
C -2.6 -0.6 -1.0
C 1.6 -0.2 0.5
C -0.1 -0.3 0.2
H -0.7 0.0 0.3
H 0.2 0.5 0.2
H 0.1 0.0 0.1
H 0.2 -0.2 -0.1
H -0.3 -0.1 -0.5
H -0.1 0.0 0.5
H 0.2 0.1 0.7
H -0.1 -0.1 -0.1
H -0.2 -0.1 -0.3
H -0.7 -0.1 -0.7
H -0.3 -0.1 0.8
H -0.1 0.0 0.5
H -0.1 0.0 0.1
H -0.3 0.0 0.0
H 0.0 0.2 -0.6
H -0.2 -0.2 0.1
H 0.1 0.1 0.5
H -0.3 0.5 -0.2
H 0.0 0.0 0.1
H 0.0 0.5 -0.3
H -0.1 -0.4 0.3
H 0.2 -0.2 0.2
H 0.1 0.5 -0.2
H 0.3 0.0 0.3
H 0.4 0.0 -0.4
H 0.2 -0.2 0.2
H 0.0 0.2 0.5
H 0.4 0.1 0.1
H -0.5 0.0 -0.3
H 0.1 -0.2 -0.1
H -0.1 0.3 0.1
H 0.1 -0.1 -0.2
H 0.1 0.0 0.1
H -0.1 0.0 0.2
H -0.6 0.0 0.4
H 0.2 0.3 -0.1
H -0.4 0.3 -0.6
H 0.3 -0.4 -0.1
H -0.2 0.4 -0.5
H 0.0 0.0 -0.1
H -0.2 0.1 -0.5
H 0.9 0.1 0.8
H 0.2 -0.6 0.5
H 0.0 -0.2 -0.3
H 0.0 -0.8 0.1
H -0.4 0.3 -0.1

(2)
Computed, not measured: a molecular structure, C20H46InN4O6S, with ωB97M-V with the def2-TZVPD basis set.

Kohn-Sham gap ... 5.960 eV
Charge ... -1
Energy relative to the best compared isomer or geometry (same formula, charge and spin) ... 0.000 eV
HOMO level ... -4.24 eV
Multiplicity ... 1
Total energy ... -55741.2080 eV

Cartesian coordinates (Å):
In1 3.353633 5.858556 -4.817309
S1 5.713585 5.001845 -4.691275
O1 -1.560114 5.481557 -1.920424
O2 -0.085577 -4.685044 2.121576
O3 2.089452 -1.839971 3.537441
O4 -0.995404 3.834054 -0.585481
O5 1.719902 -1.583089 -2.404781
O6 -4.318568 -3.309182 -0.127874
N1 -5.371977 -1.325525 -0.453348
N2 0.728449 -0.044591 3.220062
N3 0.556813 -6.260532 3.608008
N4 0.457800 -2.378480 -0.691076
C1 -0.861962 5.110424 -1.029286
C2 -0.553277 0.575812 3.470848
C3 -6.528759 -0.492111 -0.217128
C4 2.633141 2.993798 -3.621471
C5 0.090103 6.043446 -0.316239
C6 1.637059 -2.738532 0.079212
C7 1.655136 1.829037 -3.428006
C8 0.105263 3.087374 -0.050720
C9 1.173373 2.757642 -1.068080
C10 0.658242 1.962285 -2.262379
C11 0.636919 -1.828151 -1.909245
C12 0.892214 -7.637420 3.886181
C13 -5.268923 -2.573124 0.050894
C14 0.195015 -5.838671 2.379259
C15 0.619103 -5.272264 4.672442
C16 -4.275751 -0.810435 -1.257776
C17 -0.863617 -2.597613 -0.142831
C18 1.700111 0.667134 2.404816
C19 1.035738 -1.260844 3.711751
C20 1.992129 4.349600 -3.926862
H1 -3.352214 -0.785619 -0.679451
H2 -4.519832 0.198100 -1.583042
H3 -0.512908 6.872054 0.056014
H4 -0.361264 2.190682 0.364729
H5 0.638398 5.603395 0.509421
H6 3.054288 6.098533 -6.541561
H7 -1.087879 0.764115 2.536798
H8 -0.357664 -4.811241 4.824209
H9 1.166722 4.215187 -4.636452
H10 1.646350 3.685613 -1.395971
H11 1.928703 2.167205 -0.533997
H12 1.946409 0.093273 1.511157
H13 3.303421 2.722026 -4.443337
H14 0.784227 6.453039 -1.051110
H15 3.172566 7.404234 -3.955425
H16 1.327279 -4.480384 4.423412
H17 0.932049 -5.766350 5.589965
H18 0.794477 -8.221403 2.972275
H19 1.082172 1.706623 -4.353460
H20 -1.001337 -2.018631 0.774989
H21 3.290261 3.061638 -2.745030
H22 -0.434256 1.526621 3.995496
H23 2.622786 0.847737 2.956199
H24 -0.296793 2.371519 -2.601081
H25 -1.030461 -3.647285 0.096237
H26 -6.251876 0.428171 0.301593
H27 -7.018238 -0.223194 -1.155570
H28 -1.604108 -2.280700 -0.874432
H29 0.438957 0.951626 -1.894237
H30 0.559572 3.630246 0.783481
H31 2.206549 0.892704 -3.295018
H32 -7.242357 -1.035515 0.400712
H33 1.331102 -3.184997 1.022246
H34 -1.159519 -0.086539 4.087120
H35 2.250413 -3.444694 -0.482274
H36 1.919975 -7.727168 4.244847
H37 -6.145412 -2.868179 0.653621
H38 0.224795 -8.061157 4.640154
H39 5.744198 4.486107 -3.456903
H40 1.562957 4.820274 -3.034558
H41 -0.313072 -1.598768 -2.423919
H42 0.210459 -1.702206 4.297999
H43 2.250755 -1.858040 0.272373
H44 1.253660 1.614129 2.111560
H45 -4.107258 -1.440915 -2.131248
H46 0.193692 -6.638853 1.620568

Forces on the atoms, in the same order (eV/Å):
In -0.3 0.2 0.0
S 0.2 0.0 -0.1
O -0.5 0.2 -0.3
O -0.1 0.0 0.0
O 0.1 0.0 0.0
O 0.0 -0.2 -0.1
O 0.0 -0.1 0.0
O 0.0 0.0 0.0
N 0.0 0.0 0.0
N 0.0 0.0 0.0
N 0.0 0.0 0.0
N 0.0 0.0 -0.1
C 0.4 -0.2 0.3
C 0.0 0.0 0.0
C 0.0 0.0 0.0
C -0.1 0.0 -0.1
C 0.0 0.0 -0.1
C 0.0 0.0 0.0
C 0.0 -0.1 0.0
C 0.0 0.2 0.3
C -0.1 -0.1 0.0
C -0.1 -0.2 0.1
C 0.0 0.1 0.1
C 0.0 0.0 0.0
C 0.0 0.0 0.0
C 0.1 0.0 0.1
C 0.1 0.0 0.0
C 0.0 0.0 0.0
C 0.0 0.0 0.0
C -0.1 -0.1 0.0
C -0.1 -0.1 0.0
C 0.1 0.0 0.0
H 0.0 0.0 0.0
H 0.0 0.0 0.0
H 0.0 0.0 0.0
H 0.0 0.0 -0.1
H 0.0 0.0 0.0
H 0.1 -0.1 0.0
H 0.0 0.0 0.0
H 0.0 0.0 0.0
H 0.0 0.0 0.0
H 0.0 -0.1 0.1
H 0.1 0.1 -0.1
H 0.0 0.0 0.0
H 0.0 0.0 0.0
H 0.0 -0.1 0.0
H 0.1 0.0 0.1
H 0.0 0.0 0.0
H 0.0 0.0 0.0
H 0.0 0.0 0.0
H 0.0 0.0 0.0
H 0.0 0.0 0.0
H 0.0 0.1 -0.1
H 0.0 0.0 0.0
H 0.0 0.0 0.0
H 0.1 0.2 0.0
H 0.0 0.1 0.0
H 0.0 0.0 0.0
H 0.0 0.0 0.0
H 0.0 0.0 0.0
H -0.1 0.0 -0.1
H -0.1 0.0 0.1
H 0.1 0.1 0.0
H 0.0 0.0 0.0
H 0.0 0.0 -0.1
H 0.0 0.0 0.0
H 0.0 0.0 0.0
H 0.0 0.0 0.0
H 0.0 0.0 0.0
H 0.0 0.0 0.0
H -0.1 0.0 0.1
H -0.1 -0.1 -0.1
H 0.0 0.0 0.0
H 0.0 0.0 0.0
H 0.0 0.0 0.0
H 0.1 0.0 0.0
H 0.0 0.0 0.0
H 0.0 0.0 0.0